1.
# C15H3BCl60O5S

C15H3BCl60O5S as an isolated structure in a non-equilibrium geometry (ωB97M-V/def2-TZVPD, OMol25).

```
85
Properties=species:S:1:pos:R:3:forces:R:3:lowdin_charge:R:1
O -5.2661 -2.2614 -2.7235 3.1501 0.7375 0.3308 -0.44
S -3.9773 -1.4950 -2.7303 -3.5442 -1.6809 -0.9812 0.82
O -3.2308 -1.8554 -4.2168 0.0287 -0.8398 2.4809 -0.33
O -2.8852 -2.0912 -1.6017 -1.3591 0.2009 -0.1954 -0.22
B -3.0764 -1.5855 -0.2683 0.4267 -0.4717 2.1836 -0.92
O -3.4175 -0.2722 0.1243 -0.1400 -1.8518 -1.1400 0.06
O -2.8256 -2.5203 0.7991 -0.8419 1.0243 -2.3954 0.04
H -2.8463 -2.7600 -4.1097 -0.2177 0.4343 -0.3738 0.00
H -4.0683 0.1468 -0.4659 0.6191 0.0249 0.1551 0.07
H -3.1799 -3.3853 0.4838 0.8988 0.8503 0.4611 0.03
C -6.8855 -3.0098 0.4779 -0.1022 -0.0196 -0.1221 -1.94
Cl -8.1760 -3.5381 -0.6177 0.2801 0.0873 0.1930 0.56
Cl -5.4071 -3.9376 0.1438 -0.6271 -0.2456 -0.0885 0.63
Cl -6.5719 -1.2803 0.2330 -0.1182 -0.2170 0.1416 0.59
Cl -7.3825 -3.2807 2.1597 0.4430 -0.0839 -1.0787 0.48
C 0.9116 -1.3213 0.9568 -0.0412 0.0138 0.0341 -1.97
Cl 0.3805 -2.9589 0.5277 0.3085 0.3061 0.4756 0.53
Cl 0.0274 -0.1502 -0.0426 0.0943 -0.4793 0.1174 0.54
Cl 0.5763 -1.0158 2.6720 0.0320 -0.0321 -0.2994 0.54
Cl 2.6544 -1.1631 0.6549 -0.2205 -0.0462 0.0083 0.52
C -0.6127 -5.0115 -3.5090 0.1530 -0.0679 0.3182 -1.96
Cl -0.3369 -3.9627 -2.1046 -0.0336 -0.3433 -0.6358 0.53
Cl 0.1381 -4.2830 -4.9449 -0.2039 0.0372 0.1697 0.53
Cl 0.0988 -6.6109 -3.2056 -0.7778 0.5726 0.8157 0.50
Cl -2.3599 -5.1835 -3.7824 0.2558 0.0328 0.0398 0.53
C -2.0046 2.2182 -2.7438 0.2314 0.0510 -0.3038 -1.93
Cl -2.0006 2.2877 -0.9753 -0.3758 -0.6070 -0.5546 0.48
Cl -0.3687 2.5664 -3.3416 -0.1982 -0.0261 0.1129 0.54
Cl -2.5031 0.5928 -3.2962 1.2240 2.1034 -0.1050 0.61
Cl -3.1385 3.4269 -3.3797 0.1513 -0.1961 0.1304 0.54
C -8.9342 -1.9996 6.1263 -0.0157 -0.0097 0.1289 -2.00
Cl -10.4886 -2.7118 6.6045 0.2273 0.0927 -0.0766 0.52
Cl -7.7419 -2.2533 7.4155 -0.2390 -0.0108 -0.1384 0.51
Cl -8.3584 -2.7707 4.6345 -0.4297 0.3502 0.9921 0.45
Cl -9.1414 -0.2599 5.8464 0.0412 -0.2934 0.0211 0.52
C 2.0271 3.5403 1.2224 0.0445 0.0849 0.0252 -1.99
Cl 3.1381 4.0331 -0.0728 -0.3649 -0.1263 0.0491 0.51
Cl 1.7055 4.9249 2.2868 0.0382 -0.1907 -0.1367 0.52
Cl 0.5033 2.9754 0.5089 0.5966 0.4048 0.2326 0.45
Cl 2.7591 2.2252 2.1668 -0.1557 0.1296 -0.1319 0.50
C 2.6425 -8.3504 -5.9508 0.0379 0.0410 -0.1780 -2.00
Cl 4.2493 -7.6670 -6.2665 -0.1782 -0.2950 0.2136 0.50
Cl 2.7147 -9.4004 -4.5201 -0.0424 0.1493 -0.1602 0.52
Cl 1.4884 -7.0334 -5.6593 0.8562 -0.5513 -0.9732 0.44
Cl 2.1164 -9.3000 -7.3560 0.0816 0.1195 0.1992 0.52
C 4.8332 -4.6082 -9.3816 -0.0528 0.0164 -0.0146 -2.03
Cl 3.5297 -5.1970 -8.3310 0.1416 0.2443 -0.2766 0.48
Cl 6.1800 -4.0257 -8.3824 -0.1900 -0.0891 -0.1315 0.52
Cl 5.3973 -5.9317 -10.4215 -0.0819 0.1815 0.1585 0.52
Cl 4.2271 -3.2793 -10.3910 0.0994 -0.1843 0.1368 0.52
C -3.3707 6.2828 -0.0858 0.0758 0.0219 0.0450 -2.02
Cl -3.4609 7.2542 1.3976 -0.0080 -0.1328 -0.2109 0.52
Cl -3.1197 7.3529 -1.4800 -0.0395 -0.1643 0.1874 0.52
Cl -2.0178 5.1410 0.0341 -0.2495 0.7394 0.1302 0.47
Cl -4.8867 5.3821 -0.2965 0.2018 0.1037 0.0229 0.51
C 6.1084 5.8777 2.2283 -0.1056 -0.0784 0.1298 -1.99
Cl 7.5183 5.9105 1.1475 -0.1311 0.0043 0.1167 0.52
Cl 4.8665 6.9874 1.6137 0.2003 -0.1395 0.0739 0.52
Cl 5.4515 4.2312 2.2950 0.1389 0.3896 0.1441 0.47
Cl 6.5992 6.3824 3.8563 -0.2825 -0.2446 -0.3255 0.48
C 4.6365 5.3592 7.6460 -0.0300 0.0125 -0.0191 -2.03
Cl 6.3151 5.1782 7.0985 -0.2100 -0.0009 0.1371 0.49
Cl 3.5655 5.4804 6.2352 0.1658 -0.0312 0.1778 0.51
Cl 4.1762 3.9479 8.6192 0.0713 0.2039 -0.1446 0.52
Cl 4.4900 6.8299 8.6293 0.0262 -0.2108 -0.1470 0.52
C -4.9884 0.7350 5.1233 0.0135 -0.0588 -0.0589 -2.02
Cl -3.4346 1.5529 4.8604 -0.2192 -0.1143 0.0276 0.52
Cl -4.8589 -0.3452 6.5273 0.0086 0.2082 -0.2407 0.51
Cl -6.2507 1.9474 5.4221 0.2072 -0.1234 -0.0336 0.50
Cl -5.4080 -0.2146 3.6830 0.0593 0.1328 0.2119 0.51
C -4.8363 -6.2881 -6.8546 0.0082 0.0027 -0.0694 -2.02
Cl -5.3890 -7.9106 -7.3151 0.0857 0.2422 0.0850 0.52
Cl -5.6982 -5.0731 -7.8192 0.1397 -0.1847 0.1705 0.52
Cl -5.1681 -6.0180 -5.1305 -0.1066 -0.0391 -0.2547 0.50
Cl -3.0914 -6.1509 -7.1527 -0.2413 -0.0284 0.0134 0.50
C 9.4840 9.5075 5.1267 0.0327 0.0175 -0.0775 -2.03
Cl 11.0710 10.2328 4.7981 -0.2166 -0.0940 0.0662 0.52
Cl 9.5853 8.4963 6.5827 -0.0307 0.1249 -0.1994 0.51
Cl 8.2870 10.7932 5.3816 0.1657 -0.1908 -0.0330 0.52
Cl 8.9917 8.5066 3.7463 0.2623 0.3299 0.2490 0.49
C 7.9854 0.7742 2.6004 0.0612 0.0501 0.0160 -2.03
Cl 9.2091 -0.2889 1.8766 -0.1916 0.1399 0.1017 0.52
Cl 8.0014 0.5802 4.3648 -0.0195 0.0306 -0.2570 0.52
Cl 8.3467 2.4614 2.1877 0.0771 -0.3284 0.0518 0.49
Cl 6.3805 0.3440 1.9723 0.1708 0.0786 0.0791 0.50
```
Forces are in eV/Å.

Values from the calculation:
Kohn-Sham gap	9.848	eV
spin multiplicity	1
E_tot	-788694.78487	eV
lowest unoccupied orbital energy	-0.010	Ha
HOMO	-0.37185	Ha



2.
# C24H41GeMnN3Se

C24H41GeMnN3Se as an isolated structure (ωB97M-V/def2-TZVPD, OMol25).

```
71
Properties=species:S:1:pos:R:3:forces:R:3:lowdin_charge:R:1
Mn -0.1742 -0.2809 0.1228 0.6355 0.3727 0.2295 0.40
N -0.9143 -0.8932 2.0247 -0.0285 0.0142 0.0455 -0.01
C -0.9032 -2.3663 2.2730 0.0401 0.1228 0.0697 -0.20
C -1.5819 -3.1380 1.1536 -0.0724 -0.1056 0.0295 -0.16
C -0.8123 -3.1910 -0.1564 0.0730 0.0199 -0.0679 -0.18
N -0.8436 -1.8876 -0.8802 -0.2181 -0.0263 -0.1448 -0.02
H -0.3863 -0.4325 2.7653 -0.0070 -0.0185 -0.0118 0.12
H -1.8652 -0.5533 2.1471 -0.0007 -0.0272 -0.0006 0.08
H -1.3853 -2.5771 3.2289 -0.0111 -0.0332 -0.0509 0.13
H 0.1408 -2.6717 2.3619 -0.0230 -0.0476 -0.0119 0.11
H -2.5940 -2.7530 0.9843 0.0002 0.0351 -0.0142 0.12
H -1.7249 -4.1635 1.4983 0.0433 -0.0017 -0.0075 0.13
H -1.2184 -3.9660 -0.8083 -0.0224 0.0090 0.0535 0.13
H 0.2368 -3.4321 0.0229 -0.0234 -0.0383 0.0351 0.11
H -1.7933 -1.7305 -1.2115 -0.0055 -0.0567 -0.0406 0.10
H -0.2731 -1.9531 -1.7226 -0.0239 -0.0493 0.0030 0.11
C -4.6224 3.9474 0.1548 -0.0926 -0.0578 -0.0291 -0.22
Ge -2.8085 4.3078 0.7455 -0.0377 0.1120 -0.0603 0.75
C -1.7737 5.1644 -0.6580 0.0595 -0.0278 -0.0890 -0.21
C -2.7580 5.2712 2.4241 0.0151 -0.0001 0.1227 -0.21
C -1.8515 2.5869 1.0825 0.2103 -0.2065 0.0364 -0.52
Se -1.9782 1.3098 -0.3910 0.0509 -0.0438 -0.0299 1.01
C -3.6473 0.4498 0.1091 -0.0934 0.0762 -0.0262 -0.32
H -5.1212 4.8949 -0.0456 -0.0067 0.0335 0.0002 0.04
H -5.2040 3.4280 0.9164 -0.0050 -0.0206 0.0101 0.03
H -4.6427 3.3729 -0.7722 0.0030 -0.0048 -0.0158 0.02
H -2.2820 6.0545 -1.0250 -0.0246 0.0287 0.0160 0.03
H -1.6411 4.4896 -1.5058 0.0086 0.0058 -0.0131 0.02
H -0.7926 5.4661 -0.2910 0.0226 -0.0001 0.0112 0.02
H -3.2119 6.2541 2.3097 -0.0245 0.0273 -0.0297 0.03
H -1.7339 5.4136 2.7672 0.0219 -0.0047 0.0049 0.03
H -3.3114 4.7335 3.1935 -0.0042 0.0055 0.0232 0.03
H -2.1508 2.0757 1.9994 -0.0587 0.0224 -0.0136 0.03
H -0.7841 2.8158 1.1615 -0.0297 -0.0200 0.0051 0.01
H -4.4229 1.2102 0.0655 -0.0173 -0.0353 0.0248 0.02
H -3.6102 0.0269 1.1100 0.0159 0.0098 0.0164 0.03
H -3.8776 -0.3244 -0.6203 0.0336 0.0060 -0.0069 0.04
C 3.3205 -3.0384 1.1444 0.0395 -0.0789 0.0513 -0.07
N 3.3921 -1.6280 0.8091 -0.2589 0.1090 -0.0337 -0.23
C 3.8032 -1.4168 -0.5669 0.0894 0.0564 -0.0647 -0.05
C 2.1863 -0.9378 1.1352 -0.1141 -0.1536 -0.0971 -0.20
C 2.2706 0.5581 1.0106 -0.0121 0.1099 0.1480 -0.17
C 2.9715 1.2751 1.9827 -0.0684 -0.0582 -0.0367 0.01
C 3.0891 2.6459 1.8879 0.0043 0.0414 0.0309 -0.02
C 2.5083 3.3357 0.8203 -0.0174 -0.0227 -0.0155 -0.03
C 1.8294 2.6452 -0.1578 0.0558 0.0602 0.0835 -0.02
C 1.7143 1.2410 -0.0830 -0.2904 0.0172 -0.2037 -0.23
H 4.2952 -3.4988 1.0008 0.0131 0.0004 -0.0059 0.10
H 2.5972 -3.5805 0.5136 -0.0202 0.0037 -0.0131 0.08
H 3.0398 -3.1601 2.1904 0.0078 -0.0089 0.0156 0.09
H 4.7583 -1.9063 -0.7435 -0.0145 -0.0363 0.0124 0.10
H 3.9325 -0.3538 -0.7665 0.0086 -0.0007 0.0049 0.09
H 3.0652 -1.8217 -1.2816 0.0093 -0.0067 0.0060 0.10
H 1.8815 -1.2112 2.1477 0.0893 -0.0192 -0.0013 0.12
H 1.3443 -1.3351 0.4341 0.1679 -0.1055 0.1532 0.10
H 3.4417 0.7411 2.7986 -0.0081 -0.0092 0.0144 0.13
H 3.6364 3.1904 2.6447 0.0219 0.0168 0.0098 0.12
H 2.6044 4.4111 0.7601 -0.0021 0.0134 -0.0199 0.12
H 1.3845 3.1731 -0.9921 -0.0040 -0.0210 -0.0353 0.13
C 0.9197 0.5173 -1.0883 -0.1739 -0.0481 -0.0398 -0.16
C 1.0958 0.6632 -2.4991 0.0657 0.0036 0.0437 -0.23
C 2.2886 1.1909 -3.0259 0.0385 0.0136 -0.0554 0.00
C 2.4794 1.2588 -4.3923 -0.0303 -0.0095 0.0566 -0.03
C 1.4799 0.8176 -5.2508 -0.0142 -0.0136 -0.0848 -0.02
C 0.2855 0.3027 -4.7533 0.0539 0.0178 0.0835 -0.04
C 0.0996 0.2194 -3.3889 -0.0495 0.0201 -0.0833 -0.04
H 3.0682 1.5249 -2.3537 0.0061 0.0023 0.0037 0.12
H 3.4019 1.6519 -4.7944 0.0273 0.0179 -0.0025 0.12
H 1.6300 0.8755 -6.3203 0.0049 0.0040 -0.0191 0.12
H -0.4866 -0.0268 -5.4335 -0.0263 0.0013 -0.0134 0.12
H -0.8431 -0.1492 -3.0023 -0.0020 0.0079 0.0349 0.09
```
Forces are in eV/Å.

Values from the calculation:
Kohn-Sham gap (alpha / beta)	7.569 / 7.283	eV
net charge	+2
spin multiplicity	2
E_tot	-183190.61261	eV
lowest unoccupied orbital energy (alpha / beta)	-0.252 / -0.237	Ha
<S²>	1.02
HOMO (alpha / beta)	-0.53028 / -0.50504	Ha



3.
# C2H9PSi

The molecule C2H9PSi in a non-equilibrium geometry (ωB97M-V/def2-TZVPD, OMol25).

```
13
Properties=species:S:1:pos:R:3:forces:R:3:nbo_charge:R:1
C 1.6647 -0.2916 -0.6841 -2.0249 0.0899 -1.0518 -1.06
C -1.2212 1.1152 -0.5254 2.9089 3.0624 3.6506 -1.04
Si 0.2102 0.2714 0.5230 1.4030 -0.3057 -1.2837 1.03
P -0.1696 -1.4069 2.0436 2.5614 1.6960 0.8482 -0.11
H 1.6141 -1.2848 -1.2242 -0.5404 1.2447 0.3232 0.23
H 1.6536 0.5862 -1.3903 0.1246 -1.0698 0.1779 0.23
H 2.6310 -0.3164 -0.2744 1.2295 0.2390 1.1138 0.23
H -2.0054 0.6248 -0.9231 -2.6119 -2.1475 -0.9125 0.23
H -1.5987 1.8449 0.3363 0.3725 -1.2228 -2.0139 0.23
H -0.8206 1.7385 -1.3471 0.1887 -0.1549 0.6151 0.24
H 0.9471 1.3530 1.2781 -0.6279 -0.1150 -0.1674 -0.17
H -0.4448 -2.2470 1.0541 -1.0907 -1.4787 -1.5477 -0.01
H -1.3680 -0.8812 2.3492 -1.8928 0.1624 0.2482 -0.01
```
Forces are in eV/Å.

Values from the calculation:
Kohn-Sham gap	10.504	eV
spin multiplicity	1
ΔE to the lowest compared entry with this formula, charge and spin	25.20	kcal/mol
E_tot	-19385.33749	eV
lowest unoccupied orbital energy	0.036	Ha
HOMO	-0.35037	Ha
SMILES	C[SiH](C)P



4.
# C14H14O4S2

The molecule C14H14O4S2 in a non-equilibrium geometry (ωB97M-V/def2-TZVPD, OMol25).

```
34
Properties=species:S:1:pos:R:3:forces:R:3:nbo_charge:R:1
O -1.2205 2.5692 1.0774 0.3369 -0.3690 -0.1844 -0.53
C -0.4289 1.7360 0.6668 0.0767 0.3875 0.4734 0.52
C 0.7918 1.3962 1.4317 0.3776 -0.0380 0.4831 -0.15
C 1.0405 2.0585 2.6291 -0.0904 -0.0092 -0.1306 -0.15
C 2.1755 1.7712 3.3669 -0.0185 -0.0008 -0.0125 -0.19
C 3.0652 0.8053 2.9226 -0.0448 0.0045 -0.0269 -0.19
C 2.8172 0.1301 1.7409 -0.0325 -0.0402 -0.1360 -0.17
C 1.6880 0.4241 0.9825 0.2126 0.1511 0.5454 -0.06
C 1.4640 -0.3244 -0.2732 0.5507 -0.2540 0.3393 0.50
O 2.1910 -1.2616 -0.5719 -0.3576 0.4561 0.1033 -0.57
C 0.3308 0.1234 -1.0801 -0.9499 0.2602 -0.6960 -0.16
C -0.5778 1.0407 -0.6072 -0.2365 -0.5452 -0.9705 -0.30
S -1.8706 1.4992 -1.6978 -0.3339 0.3801 0.1296 0.30
C -3.3457 1.6823 -0.6232 0.5399 -0.1350 0.0684 -0.54
C -3.5627 0.4486 0.2457 -0.1451 0.3612 0.1587 -0.07
O -3.4711 -0.7570 -0.4638 -0.1539 -0.4148 -0.2547 -0.71
H -4.0857 -0.7347 -1.2074 0.1032 -0.0382 0.0814 0.46
H -4.5416 0.5445 0.7403 0.1509 0.0159 0.0265 0.17
H -2.7936 0.3933 1.0194 -0.1303 0.0748 -0.0248 0.18
H -3.2443 2.5768 -0.0142 -0.1453 -0.0519 -0.0502 0.26
H -4.1579 1.8067 -1.3405 -0.0317 0.0067 -0.0358 0.22
S 0.0767 -0.3887 -2.7373 0.2067 -0.2823 -0.1473 0.32
C 0.9638 -1.9626 -2.9741 0.1061 0.2959 0.3158 -0.55
H 2.0258 -1.7896 -2.8024 -0.1468 -0.1494 -0.1319 0.25
H 0.8084 -2.1816 -4.0291 -0.0285 0.0594 -0.0563 0.23
C 0.4592 -3.0967 -2.0672 -0.2845 0.2752 0.0210 -0.07
O 1.5155 -3.8446 -1.5425 0.5276 -0.3435 0.2203 -0.72
H 2.0636 -3.2411 -1.0193 -0.1460 -0.1035 -0.1126 0.49
H -0.1554 -3.7951 -2.6388 -0.0368 0.0917 0.0567 0.18
H -0.1629 -2.6787 -1.2604 0.0362 -0.0621 -0.1791 0.16
H 3.4959 -0.6294 1.3816 0.0229 -0.0330 -0.0182 0.24
H 3.9497 0.5777 3.4970 0.0896 -0.0261 0.0525 0.22
H 2.3658 2.3006 4.2884 0.0116 0.0370 0.0777 0.22
H 0.3301 2.8015 2.9601 -0.0361 0.0387 0.0147 0.24
```
Forces are in eV/Å.

Values from the calculation:
Kohn-Sham gap	6.792	eV
spin multiplicity	1
ΔE to the lowest compared entry with this formula, charge and spin	0.00	kcal/mol
E_tot	-44604.86699	eV
lowest unoccupied orbital energy	-0.061	Ha
HOMO	-0.31035	Ha
SMILES	O=C1C(SCCO)=C(SCCO)C(=O)c2ccccc21



5.
# C8H15O14P2Pt

C8H15O14P2Pt as an isolated structure (ωB97M-V/def2-TZVPD, OMol25).

```
40
Properties=species:S:1:pos:R:3:forces:R:3:nbo_charge:R:1
Pt 0.9533 -0.4261 0.2296 0.3876 -0.1087 -0.1569 1.70
O -1.7362 -2.3567 2.8467 -0.1078 -0.0338 -0.0051 -0.62
C -0.8023 -2.0985 1.9717 0.2826 -0.0117 0.0506 0.82
O 0.0771 -1.2681 2.1608 -0.2982 -0.1171 -0.2746 -0.62
C -0.8662 -2.9482 0.7265 -0.0288 -0.0180 0.1225 -0.18
O 0.3394 -2.7185 0.0204 -0.0127 0.1287 -0.0847 -0.54
C 0.9291 -3.7762 -0.6317 -0.0660 0.0890 0.0479 -0.06
C 3.8376 -2.0415 0.6054 0.0620 0.0929 0.0941 1.05
O 4.5416 -2.6722 -0.0475 0.0628 -0.1093 -0.0792 -0.46
O 3.1383 -1.3942 1.2803 -0.0794 0.0219 0.0560 -0.57
H -1.6510 -1.7460 3.5990 -0.0045 -0.0033 -0.0025 0.52
H -0.9608 -3.9984 1.0045 0.0080 0.0023 0.0485 0.24
H -1.7323 -2.6512 0.1305 0.0421 0.0435 -0.0660 0.26
H 0.3549 -4.6857 -0.7000 0.0053 -0.0303 -0.0203 0.17
H 1.7027 -3.4865 -1.3214 -0.0115 0.0192 -0.0075 0.20
C -2.9327 2.7434 0.5078 -0.0363 -0.1218 -0.0036 -0.65
C -1.8704 1.6401 0.5556 -0.0384 0.0937 0.0074 -0.49
O -2.2542 0.5701 1.4206 -0.0123 -0.0302 -0.0701 -0.73
P -0.3225 2.3329 1.2113 0.2248 -0.0028 0.0001 2.40
O -0.7210 3.0085 2.5672 -0.0103 0.1264 -0.0131 -0.97
O 0.1302 3.4447 0.2271 -0.0903 -0.0237 -0.0706 -1.00
O 0.7406 1.2761 1.4616 -0.0939 -0.0525 -0.0605 -1.08
P -1.4808 1.0397 -1.1622 -0.0758 0.0929 -0.0422 2.37
O -2.9110 0.7262 -1.7890 0.1209 -0.0582 0.0191 -0.99
O -0.7516 2.1374 -1.8522 -0.0839 0.0244 0.0323 -1.13
O -0.8019 -0.3252 -1.0203 -0.0751 -0.0078 0.2715 -1.11
H -3.1167 3.1361 1.5070 0.0142 0.0058 0.0066 0.24
H -3.8590 2.3186 0.1154 0.0011 0.0173 0.0057 0.23
H -2.6353 3.5623 -0.1450 0.0395 -0.0023 -0.0081 0.25
H -3.2183 0.5236 1.4102 0.0159 -0.0234 0.0048 0.49
H -0.0062 3.3974 3.0888 0.0214 -0.0186 0.0149 0.54
H -0.0167 3.1315 -0.7231 0.0220 0.0475 0.0646 0.56
H -3.1640 1.3583 -2.4741 0.0112 0.0030 -0.0272 0.53
C 3.4103 0.4608 -2.9197 0.0186 0.0268 0.0222 -0.73
C 2.5076 0.1810 -1.7770 -0.0827 -0.4607 -0.1347 0.80
O 2.0274 1.0747 -1.0446 -0.1364 0.2007 0.1670 -0.59
O 2.1866 -1.0268 -1.4681 0.0113 0.1892 0.1029 -0.66
H 3.3426 1.5083 -3.1990 0.0110 -0.0005 -0.0074 0.26
H 3.1589 -0.1837 -3.7593 -0.0238 -0.0039 0.0069 0.26
H 4.4327 0.2319 -2.6138 0.0060 0.0134 -0.0117 0.26
```
Forces are in eV/Å.

Values from the calculation:
Kohn-Sham gap (alpha / beta)	9.022 / 7.538	eV
net charge	+1
spin multiplicity	5
ΔE to the lowest compared entry with this formula, charge and spin	0.36	kcal/mol
E_tot	-59024.54039	eV
lowest unoccupied orbital energy (alpha / beta)	-0.087 / -0.210	Ha
<S²>	6.01
HOMO (alpha / beta)	-0.41866 / -0.48659	Ha